Entry from OMol25: 3 unconnected molecules or ions with the total composition C14H42ClN8O5P4 at a distorted geometry (wB97M-V/def2-TZVPD).

The calculation puts the HOMO-LUMO gap at 4.87 eV. Its total charge is +1. The calculation puts the lowest unoccupied orbital energy at -4.891 eV. For the highest occupied orbital energy, the calculation gives -0.35876 Ha.

Last column: Löwdin charge in e.
CARTESIAN COORDINATES (ANGSTROEM)
C: -4.49 0.13 -2.89  0.22
C: -4.30 1.10 -3.55  -0.31
N: -4.16 2.26 -4.30  -0.70
Cl: -3.85 1.91 -6.00  0.80
P: -2.66 3.14 -3.51  0.76
O: -1.45 2.49 -3.99  -0.35
P: -5.63 3.30 -4.01  0.40
N: -5.25 4.13 -2.78  -0.14
O: -5.86 4.18 -5.28  -0.08
O: -6.81 2.29 -3.82  -0.06
H: -4.79 -0.57 -2.14  0.08
H: -2.84 4.49 -3.83  0.03
H: -2.90 2.95 -2.15  0.05
H: -5.85 3.99 -1.97  0.03
H: -5.35 5.00 -5.17  0.12
H: -7.43 2.65 -3.17  0.12
O: -1.78 -1.50 -1.83  -0.31
P: -0.68 -2.38 -2.38  0.68
N: -1.08 -3.90 -1.73  -0.32
C: -0.12 -4.97 -1.54  -0.12
C: -2.35 -4.44 -2.21  -0.13
N: 0.66 -1.73 -1.51  -0.33
C: 0.88 -2.14 -0.13  -0.12
C: 0.72 -0.28 -1.61  -0.15
N: 0.31 -2.94 -3.71  -0.29
C: 1.76 -2.83 -3.69  -0.13
C: -0.20 -2.48 -5.02  -0.13
H: 0.14 -5.49 -2.47  0.09
H: -0.54 -5.70 -0.85  0.09
H: 0.80 -4.62 -1.08  0.05
H: -2.27 -4.84 -3.23  0.08
H: -3.12 -3.66 -2.21  0.06
H: -2.70 -5.23 -1.54  0.08
H: -0.04 -2.10 0.47  0.09
H: 1.62 -1.49 0.35  0.07
H: 1.30 -3.14 -0.06  0.06
H: 0.00 0.21 -0.94  0.07
H: 0.51 0.06 -2.63  0.07
H: 1.73 0.08 -1.36  0.09
H: 2.13 -1.80 -3.74  0.08
H: 2.14 -3.37 -4.56  0.09
H: 2.19 -3.31 -2.82  0.07
H: -0.04 -1.40 -5.17  0.08
H: -1.27 -2.67 -5.10  0.07
H: 0.29 -3.02 -5.83  0.08
O: 3.74 0.92 2.50  -0.28
P: 3.07 1.36 3.76  0.67
N: 3.81 0.40 4.94  -0.32
C: 3.21 0.06 6.21  -0.13
C: 5.24 0.65 5.10  -0.13
N: 1.47 0.75 3.45  -0.33
C: 1.20 -0.67 3.66  -0.12
C: 0.99 1.14 2.13  -0.15
N: 2.49 2.63 4.83  -0.30
C: 1.08 2.75 5.20  -0.14
C: 3.01 3.96 4.45  -0.13
H: 3.25 0.89 6.94  0.08
H: 3.73 -0.79 6.64  0.09
H: 2.17 -0.23 6.11  0.05
H: 5.43 1.57 5.67  0.08
H: 5.72 0.74 4.13  0.07
H: 5.72 -0.19 5.62  0.08
H: 1.98 -1.31 3.24  0.09
H: 0.25 -0.95 3.22  0.08
H: 1.10 -0.90 4.72  0.05
H: 1.43 0.53 1.34  0.05
H: 1.24 2.19 1.92  0.08
H: -0.10 1.05 2.08  0.08
H: 0.43 3.04 4.37  0.08
H: 1.01 3.52 5.97  0.09
H: 0.71 1.83 5.64  0.07
H: 2.55 4.33 3.53  0.08
H: 4.09 3.91 4.29  0.08
H: 2.83 4.69 5.25  0.08

***

Entry from OMol25: 8 unconnected molecules or ions with the total composition C14H42ClO11S7 at a distorted geometry (wB97M-V/def2-TZVPD).

The calculation puts the HOMO-LUMO gap at 7.89 eV. Its total charge is -1. The calculation puts the lowest unoccupied orbital energy at 1.695 eV. Its energy relative to the best compared isomer or geometry (same formula, charge and spin) is 564.85 kJ/mol. For the highest occupied orbital energy, the calculation gives -0.22775 Ha.

Last column: Löwdin charge in e.
CARTESIAN COORDINATES (ANGSTROEM)
Cl: -0.27 0.66 0.88  0.59
O: 0.82 0.17 0.12  -0.40
O: 0.01 2.04 1.17  -0.39
O: -1.43 0.43 0.14  -0.37
O: -0.32 -0.11 2.19  -0.44
C: 1.64 -5.72 -2.78  -0.23
S: 1.07 -6.69 -1.26  0.82
O: 2.23 -7.64 -0.94  -0.59
C: 0.81 -5.50 0.04  -0.29
H: 2.64 -6.04 -3.04  0.04
H: 1.99 -4.75 -2.42  0.03
H: 0.88 -5.56 -3.55  0.04
H: 1.73 -5.06 0.44  0.06
H: 0.28 -6.03 0.83  0.04
H: 0.12 -4.69 -0.21  0.06
C: -1.22 -3.91 7.44  -0.26
S: 0.07 -4.57 8.58  0.86
O: -0.64 -5.81 9.25  -0.61
C: 1.30 -5.19 7.32  -0.26
H: -1.49 -4.50 6.56  0.05
H: -0.98 -2.88 7.18  0.05
H: -2.10 -4.01 8.07  0.04
H: 1.64 -6.20 7.53  0.04
H: 2.30 -4.76 7.37  0.04
H: 0.79 -5.44 6.39  0.05
C: 6.96 0.49 8.51  -0.24
S: 6.17 2.01 7.73  0.82
O: 7.13 2.95 7.10  -0.56
C: 5.30 1.08 6.41  -0.25
H: 6.81 0.48 9.59  0.03
H: 8.04 0.49 8.39  0.05
H: 6.48 -0.43 8.18  0.03
H: 5.60 1.63 5.51  0.05
H: 4.21 1.10 6.35  0.05
H: 5.70 0.07 6.35  0.03
C: 0.33 1.58 -9.14  -0.28
S: -0.59 0.61 -7.92  0.85
O: -1.18 -0.53 -8.75  -0.59
C: 0.88 -0.15 -7.02  -0.23
H: 1.42 1.58 -9.13  0.05
H: 0.17 2.64 -8.94  0.04
H: -0.07 1.41 -10.14  0.05
H: 0.61 -0.31 -5.98  0.04
H: 1.85 0.32 -7.15  0.04
H: 1.00 -1.11 -7.53  0.04
C: -7.47 -4.47 -0.95  -0.31
S: -8.31 -3.01 -1.51  0.82
O: -9.35 -2.74 -0.48  -0.57
C: -6.91 -1.85 -1.17  -0.26
H: -6.92 -4.36 -0.01  0.06
H: -6.92 -5.08 -1.67  0.05
H: -8.15 -5.25 -0.59  0.05
H: -6.02 -2.31 -1.61  0.04
H: -6.55 -1.68 -0.16  0.06
H: -7.05 -0.92 -1.72  0.04
C: 4.07 6.65 -4.34  -0.30
S: 2.54 5.97 -4.96  0.86
O: 3.06 5.99 -6.40  -0.60
C: 2.83 4.25 -4.25  -0.24
H: 4.28 6.41 -3.30  0.05
H: 3.93 7.72 -4.50  0.04
H: 4.92 6.19 -4.86  0.06
H: 1.90 3.69 -4.14  0.04
H: 3.29 4.17 -3.27  0.05
H: 3.56 3.73 -4.88  0.05
C: -5.06 5.43 -0.42  -0.28
S: -4.50 7.08 -0.88  0.83
O: -4.93 8.26 -0.01  -0.58
C: -2.70 6.77 -0.66  -0.27
H: -6.14 5.30 -0.52  0.05
H: -4.85 5.18 0.62  0.06
H: -4.57 4.70 -1.07  0.05
H: -2.32 6.54 0.34  0.06
H: -1.95 7.50 -0.97  0.04
H: -2.41 6.00 -1.39  0.04

***

Entry from OMol25: a molecular structure, C14H42FO7S7Tl at a distorted geometry (wB97M-V/def2-TZVPD).

The calculation puts the HOMO-LUMO gap at 1.58 eV. Its total charge is +2. The calculation puts the lowest unoccupied orbital energy at -10.786 eV. Its energy relative to the best compared isomer or geometry (same formula, charge and spin) is 535.13 kJ/mol. For the highest occupied orbital energy, the calculation gives -0.45435 Ha.

Last column: Löwdin charge in e.
CARTESIAN COORDINATES (ANGSTROEM)
Tl: -7.32 24.86 -5.61  0.93
F: -10.20 22.07 -6.88  -0.44
C: -2.11 28.64 -9.73  -0.21
S: -2.77 26.89 -9.35  0.89
O: -3.76 27.10 -8.19  -0.56
C: -3.61 26.77 -11.00  -0.25
H: -1.37 28.55 -10.52  0.05
H: -1.60 28.93 -8.81  0.05
H: -2.95 29.32 -9.90  0.06
H: -3.96 25.76 -11.22  0.04
H: -2.81 27.02 -11.69  0.05
H: -4.55 27.32 -10.94  0.06
C: -9.20 27.67 -12.52  -0.22
S: -9.26 26.02 -11.66  0.92
O: -8.46 26.05 -10.29  -0.53
C: -11.01 25.64 -11.36  -0.22
H: -10.09 27.79 -13.13  0.05
H: -8.37 27.94 -13.18  0.06
H: -9.28 28.46 -11.78  0.06
H: -11.51 25.89 -12.30  0.06
H: -11.35 26.30 -10.56  0.07
H: -11.14 24.60 -11.08  0.06
C: -7.80 20.70 -11.11  -0.21
S: -6.13 20.81 -10.27  0.92
O: -6.06 21.94 -9.22  -0.52
C: -6.62 19.27 -9.29  -0.23
H: -8.41 20.86 -10.22  0.05
H: -7.87 19.72 -11.58  0.06
H: -7.83 21.54 -11.81  0.05
H: -7.48 19.51 -8.66  0.06
H: -5.87 18.94 -8.57  0.05
H: -6.87 18.38 -9.86  0.06
C: 0.02 22.92 -4.73  -0.24
S: -1.58 22.00 -4.95  0.88
O: -2.51 23.16 -5.21  -0.55
C: -1.07 21.16 -6.51  -0.27
H: 0.06 23.07 -3.65  0.05
H: 0.20 23.62 -5.55  0.07
H: 0.91 22.31 -4.87  0.05
H: -0.60 21.64 -7.37  0.06
H: -1.84 20.54 -6.96  0.04
H: -0.27 20.49 -6.20  0.05
C: -13.31 25.84 -1.02  -0.25
S: -11.96 24.60 -1.03  0.89
O: -11.00 24.97 -2.17  -0.53
C: -11.20 25.06 0.64  -0.21
H: -13.80 25.98 -0.06  0.06
H: -14.10 25.58 -1.72  0.06
H: -12.90 26.79 -1.35  0.06
H: -11.94 24.90 1.42  0.06
H: -11.10 26.14 0.56  0.05
H: -10.26 24.54 0.80  0.05
C: -9.78 30.87 -1.50  -0.24
S: -8.40 29.66 -1.37  0.84
O: -8.27 28.87 -2.65  -0.56
C: -7.05 30.93 -1.35  -0.25
H: -10.74 30.36 -1.59  0.05
H: -9.49 31.36 -2.43  0.05
H: -9.87 31.50 -0.61  0.06
H: -6.15 30.32 -1.26  0.05
H: -7.23 31.68 -0.57  0.06
H: -6.95 31.58 -2.21  0.06
C: -7.24 17.80 -3.09  -0.21
S: -6.77 19.38 -2.20  0.90
O: -6.78 20.45 -3.27  -0.52
C: -8.28 19.46 -1.10  -0.23
H: -6.32 17.34 -3.47  0.05
H: -7.83 18.11 -3.94  0.06
H: -7.78 17.09 -2.46  0.06
H: -8.44 20.43 -0.63  0.05
H: -8.30 18.61 -0.42  0.06
H: -9.12 19.26 -1.77  0.05

***

Entry from OMol25: 7 unconnected molecules or ions with the total composition C14H42O7S7 at a distorted geometry (wB97M-V/def2-TZVPD).

The calculation puts the HOMO-LUMO gap (spin up / spin down) at 1.65 / 8.25 eV. Its total charge is -1. The calculation puts the lowest unoccupied orbital energy (spin up / spin down) at 1.960 / 1.927 eV. Its spin multiplicity is 2. For the highest occupied orbital energy (spin up / spin down), the calculation gives 0.01146 / -0.23245 Ha.

Last column: natural (NBO) charge in e.
CARTESIAN COORDINATES (ANGSTROEM)
C: 2.30 -0.41 3.26  -0.82
S: 0.92 -0.48 4.52  1.19
O: 1.03 0.86 5.25  -0.99
C: -0.43 -0.29 3.36  -0.83
H: 2.17 0.52 2.70  0.24
H: 2.51 -1.19 2.52  0.23
H: 3.16 -0.38 3.93  0.22
H: -1.34 -0.54 3.89  0.23
H: -0.45 -0.95 2.49  0.26
H: -0.35 0.74 3.00  0.25
C: -3.26 -3.80 0.03  -0.82
S: -3.62 -3.81 1.85  1.19
O: -2.96 -2.62 2.54  -0.99
C: -5.39 -3.44 1.88  -0.84
H: -2.21 -4.00 -0.18  0.26
H: -3.61 -2.84 -0.35  0.25
H: -3.85 -4.59 -0.45  0.22
H: -5.58 -2.45 2.29  0.26
H: -5.76 -4.35 2.38  0.22
H: -5.91 -3.43 0.92  0.25
C: 2.72 6.83 -2.58  -0.82
S: 2.07 5.10 -2.25  1.12
O: 3.07 4.63 -1.23  -1.01
C: 0.59 5.51 -1.15  -0.88
H: 1.97 7.41 -3.12  0.22
H: 3.72 6.87 -3.01  0.23
H: 2.88 7.18 -1.56  0.23
H: 0.16 4.55 -0.86  0.24
H: -0.19 6.09 -1.64  0.21
H: 0.86 5.99 -0.21  0.22
C: -5.50 1.66 -1.33  -0.89
S: -5.60 0.33 -0.05  1.15
O: -5.52 -1.02 -0.81  -0.99
C: -3.81 0.57 0.54  -0.81
H: -5.34 2.66 -0.94  0.23
H: -6.46 1.72 -1.85  0.22
H: -4.72 1.41 -2.04  0.23
H: -3.63 1.59 0.90  0.23
H: -3.04 0.53 -0.22  0.23
H: -3.53 -0.18 1.28  0.25
C: 1.83 -4.25 -2.62  -0.87
S: 1.71 -5.04 -0.98  1.21
O: 0.33 -4.53 -0.53  -0.99
C: 1.60 -6.80 -1.34  -0.83
H: 2.18 -3.22 -2.61  0.25
H: 0.87 -4.18 -3.12  0.24
H: 2.63 -4.68 -3.22  0.22
H: 2.56 -7.22 -1.62  0.23
H: 0.88 -6.88 -2.16  0.23
H: 1.26 -7.29 -0.43  0.25
C: 5.99 3.12 1.32  -0.80
S: 4.96 1.57 1.70  1.19
O: 5.84 0.41 1.35  -0.99
C: 3.75 1.73 0.28  -0.81
H: 5.51 3.98 1.78  0.23
H: 6.00 3.29 0.25  0.22
H: 7.02 2.92 1.61  0.23
H: 3.37 0.75 0.00  0.24
H: 4.47 1.97 -0.50  0.22
H: 3.00 2.53 0.35  0.26
C: -0.41 1.09 -2.12  -1.21
S: 0.62 0.19 -0.84  1.12
O: 0.20 0.67 0.57  -1.02
C: -0.42 -1.31 -0.84  -0.78
H: -0.16 2.12 -2.36  0.22
H: -1.47 1.21 -1.94  0.20
H: -0.47 0.43 -2.99  0.20
H: -1.46 -1.03 -0.65  0.24
H: 0.11 -1.97 -0.16  0.25
H: -0.40 -1.55 -1.90  0.21

***

Entry from OMol25: 7 unconnected molecules or ions with the total composition C14H42O7S7 at a distorted geometry (wB97M-V/def2-TZVPD).

The calculation puts the HOMO-LUMO gap at 7.73 eV. The calculation puts the lowest unoccupied orbital energy at -0.226 eV. Its energy relative to the best compared isomer or geometry (same formula, charge and spin) is 348.73 kJ/mol. For the highest occupied orbital energy, the calculation gives -0.29239 Ha.

Last column: natural (NBO) charge in e.
CARTESIAN COORDINATES (ANGSTROEM)
C: -16.61 3.25 14.12  -0.84
S: -16.51 3.43 12.28  1.18
O: -17.16 4.75 11.85  -0.96
C: -17.67 2.09 11.67  -0.82
H: -17.41 3.94 14.39  0.25
H: -15.64 3.53 14.53  0.24
H: -16.91 2.30 14.56  0.23
H: -17.90 2.17 10.60  0.24
H: -18.62 2.06 12.20  0.25
H: -17.21 1.11 11.62  0.21
C: -19.18 5.90 14.99  -0.82
S: -18.71 7.73 15.16  1.20
O: -19.14 8.50 13.95  -0.96
C: -19.85 8.16 16.62  -0.82
H: -20.24 5.68 15.11  0.21
H: -18.64 5.22 15.64  0.24
H: -18.86 5.68 13.97  0.26
H: -19.77 9.24 16.79  0.23
H: -19.59 7.53 17.47  0.22
H: -20.92 8.10 16.47  0.22
C: -12.09 2.89 17.49  -0.78
S: -13.08 2.25 15.98  1.16
O: -13.18 3.46 14.99  -0.96
C: -11.81 1.11 15.20  -0.80
H: -11.11 3.24 17.17  0.22
H: -11.85 2.03 18.12  0.22
H: -12.51 3.72 18.05  0.24
H: -11.49 0.52 16.06  0.21
H: -10.90 1.45 14.71  0.25
H: -12.24 0.31 14.60  0.24
C: -12.66 1.60 21.82  -0.83
S: -13.16 0.37 20.57  1.20
O: -13.79 1.15 19.38  -0.99
C: -11.44 -0.09 20.11  -0.80
H: -13.44 1.84 22.54  0.24
H: -12.39 2.56 21.39  0.24
H: -11.86 1.19 22.43  0.23
H: -11.54 -0.87 19.35  0.24
H: -10.98 -0.49 21.01  0.23
H: -10.90 0.79 19.75  0.23
C: -18.75 8.58 20.93  -0.75
S: -19.64 7.16 21.87  1.08
O: -21.18 7.56 21.56  -0.95
C: -19.26 5.69 20.79  -0.79
H: -19.29 9.47 21.26  0.25
H: -18.76 8.52 19.85  0.23
H: -17.74 8.58 21.35  0.21
H: -19.53 4.78 21.32  0.23
H: -18.23 5.80 20.45  0.24
H: -19.86 5.88 19.89  0.25
C: -20.87 3.37 16.65  -0.80
S: -20.68 2.14 15.29  1.17
O: -19.61 2.78 14.37  -0.99
C: -19.85 0.74 16.24  -0.79
H: -21.33 4.32 16.38  0.25
H: -19.93 3.53 17.18  0.24
H: -21.59 2.82 17.25  0.21
H: -18.79 0.98 16.36  0.24
H: -20.06 -0.17 15.68  0.24
H: -20.29 0.83 17.24  0.22
C: -17.42 2.95 19.76  -0.78
S: -17.43 3.55 17.96  1.18
O: -18.09 4.93 17.92  -0.99
C: -15.63 3.70 17.81  -0.86
H: -18.49 3.04 19.95  0.23
H: -16.85 3.68 20.34  0.22
H: -16.92 1.99 19.70  0.24
H: -15.36 3.91 16.78  0.26
H: -15.14 2.75 18.04  0.26
H: -15.12 4.49 18.37  0.24

***

Entry from OMol25: a molecular structure, C14H44CrF4N2O18S4 at a distorted geometry (wB97M-V/def2-TZVPD).

The calculation puts the HOMO-LUMO gap (spin up / spin down) at 2.69 / 4.13 eV. Its total charge is +1. The calculation puts the lowest unoccupied orbital energy (spin up / spin down) at -8.332 / -6.887 eV. Its spin multiplicity is 4. For the highest occupied orbital energy (spin up / spin down), the calculation gives -0.40498 / -0.40498 Ha.

Last column: Löwdin spin population.
CARTESIAN COORDINATES (ANGSTROEM)
Cr: -2.20 -0.37 -2.49  2.94
N: -3.83 -1.06 -1.57  -0.02
S: -5.37 -0.73 -1.22  0.00
O: -5.75 -0.38 0.15  0.01
O: -6.28 -1.50 -2.05  -0.01
F: -5.48 0.69 -2.07  0.00
S: -3.88 -2.35 -0.36  0.01
O: -4.81 -3.44 -0.64  0.00
O: -3.58 -1.90 1.00  0.00
F: -2.54 -3.06 -0.85  0.00
N: -1.06 0.20 -1.01  0.01
S: -1.49 1.17 0.39  0.00
O: -1.42 2.58 0.17  0.01
O: -1.54 0.63 1.81  0.00
F: -2.97 0.91 -0.01  0.00
S: 0.45 0.51 -0.64  0.01
O: 1.01 0.13 0.61  -0.02
O: 1.17 1.57 -1.35  0.01
F: 0.98 -0.74 -1.43  0.00
C: 2.50 -1.55 3.66  0.00
C: 2.25 -0.04 3.96  0.00
C: 3.28 0.10 4.97  0.00
O: 4.46 -0.62 4.51  0.00
C: 4.05 -1.66 3.66  0.00
H: 2.14 -1.85 2.68  0.00
H: 1.97 -2.17 4.39  0.00
H: 1.24 0.17 4.29  0.00
H: 2.48 0.60 3.11  0.00
H: 2.98 -0.33 5.93  0.00
H: 3.69 1.09 5.15  0.00
H: 4.36 -2.66 3.98  0.00
H: 4.43 -1.52 2.65  0.00
C: 0.43 -5.77 0.23  0.00
C: 0.74 -4.39 0.78  0.00
C: 1.81 -3.87 -0.17  0.00
O: 2.52 -5.02 -0.59  0.00
C: 1.57 -6.05 -0.74  0.00
H: -0.51 -5.67 -0.32  0.00
H: 0.21 -6.47 1.03  0.00
H: 1.31 -4.43 1.71  0.00
H: -0.08 -3.68 0.87  0.00
H: 2.51 -3.12 0.22  0.00
H: 1.31 -3.42 -1.03  0.00
H: 2.06 -7.00 -0.52  0.00
H: 1.17 -6.06 -1.76  0.00
O: -2.13 1.89 4.79  0.00
H: -1.62 1.41 4.14  0.00
H: -2.81 1.27 5.07  0.00
O: -0.88 5.86 -0.38  0.00
H: -0.25 6.39 0.11  0.00
H: -0.37 5.15 -0.76  0.00
O: -0.34 0.55 -3.59  0.00
H: 0.24 0.16 -4.24  0.00
H: -0.12 1.48 -3.59  0.00
O: -1.08 -2.13 -2.81  0.02
H: -0.28 -2.11 -3.34  0.00
H: -1.33 -3.06 -2.79  0.00
O: -2.96 1.58 -2.57  0.02
H: -2.61 2.38 -2.20  0.00
H: -3.60 1.87 -3.22  0.00
O: 1.65 -1.81 -3.83  0.00
H: 2.17 -2.35 -3.23  0.00
H: 2.18 -1.76 -4.62  0.00
C: -4.20 3.62 2.14  0.00
C: -4.91 4.97 2.16  0.00
C: -4.01 6.14 2.60  0.00
O: -5.38 5.17 0.88  0.00
H: -3.90 3.35 3.15  0.00
H: -3.35 3.43 1.49  0.00
H: -4.87 2.82 1.83  0.00
H: -5.76 4.86 2.84  0.00
H: -4.72 6.92 2.89  0.00
H: -3.30 6.58 1.89  0.00
H: -3.39 5.88 3.46  0.00
H: -4.65 4.97 0.30  0.00
C: 4.68 0.07 -2.02  0.00
C: 4.73 0.25 -3.53  0.00
C: 5.21 1.63 -4.06  0.00
O: 5.55 -0.76 -4.08  0.00
H: 3.99 0.80 -1.59  0.00
H: 5.64 0.20 -1.51  0.00
H: 4.31 -0.92 -1.73  0.00
H: 3.71 0.21 -3.90  0.00
H: 6.26 1.88 -3.88  0.00
H: 4.54 2.39 -3.65  0.00
H: 5.24 1.82 -5.14  0.00
H: 6.37 -0.52 -4.52  0.00